DFT (the ωB97M-V functional and the def2-TZVPD basis) results for a 12-piece molecular cluster, C43H117N7O12 overall at a distorted geometry.

Properties
F_max = 2.79 eV Å⁻¹
Calculated total energy = -2994.461792 a.u.
Highest occupied orbital energy = -0.32805 Ha
SMILES = COC[C@H](C)N.COC[C@H](C)N.COC[C@H](C)N.COC[C@H](C)N.COC[C@H](C)N.COC[C@H](C)N.COC[C@H](C)N.CC(C)O.CC(C)O.CC(C)O.CC(C)O.CC(C)O
Total charge = 0

Each line ends with the Mulliken charge.
Geometry (Å):
C 1.1014 -5.5337 -1.1217  -1.729
C 1.0264 -4.2449 -0.4102  1.747
C 0.2422 -4.2017 0.9317  -0.971
O 2.3230 -3.7921 -0.2424  -0.570
H 1.5857 -6.2501 -0.4582  0.403
H 1.5824 -5.4457 -2.0958  0.295
H 0.1160 -5.9535 -1.3237  0.370
H 0.5166 -3.5084 -1.0313  -0.358
H 0.7575 -4.7411 1.7264  0.390
H -0.7182 -4.6876 0.7595  0.494
H 0.0549 -3.1592 1.1891  -0.185
H 2.2040 -2.8500 -0.1014  -0.096
C 3.9910 -3.2588 4.7912  -1.221
C 4.5806 -3.4293 3.3946  0.387
C 3.8492 -2.5711 2.3493  -0.178
O 5.9624 -3.0507 3.4385  -0.592
H 2.9033 -3.2675 4.7210  0.073
H 4.3024 -2.3263 5.2620  0.372
H 4.2852 -3.9962 5.5380  0.453
H 4.5140 -4.4631 3.0557  0.351
H 2.8187 -2.9199 2.2832  -0.038
H 4.3689 -2.5076 1.3933  0.324
H 3.7346 -1.4998 2.5147  -0.308
H 6.2695 -3.2886 4.3164  0.320
C -1.2503 4.6935 3.0765  -1.313
C -0.5944 4.0053 1.8656  0.267
C 0.5970 3.1493 2.3245  0.633
O -1.5945 3.1122 1.4194  -0.178
H -1.3646 3.8974 3.8123  -0.077
H -2.1731 5.2228 2.8392  0.438
H -0.6130 5.4612 3.5153  0.409
H -0.2557 4.7588 1.1546  0.201
H 0.9230 2.5152 1.5000  -1.052
H 0.2841 2.4929 3.1364  -0.037
H 1.4947 3.7291 2.5396  0.518
H -1.3119 2.7923 0.5596  -0.187
C -3.2423 0.4587 2.6665  -0.685
C -4.4056 1.3773 2.7010  0.580
C -4.5547 2.1575 4.0004  -1.412
O -4.1398 2.3234 1.7087  -0.507
H -2.9720 0.3060 1.6217  -0.084
H -3.4387 -0.5143 3.1170  0.500
H -2.3935 0.9120 3.1787  -0.059
H -5.2530 0.7685 2.3855  0.445
H -3.7075 2.7876 4.2711  0.138
H -4.6808 1.4806 4.8454  0.405
H -5.4375 2.7888 4.1010  0.374
H -3.2012 2.5173 1.7651  0.464
C -0.3624 -0.5164 -0.5024  -0.726
C 0.8626 -0.1542 0.2307  3.287
C 0.8345 -0.2733 1.7705  0.232
O 1.9461 -0.9336 -0.2362  0.928
H -1.1683 0.2140 -0.4314  -0.176
H -0.7686 -1.4810 -0.1981  0.205
H -0.2506 -0.5823 -1.5847  -0.149
H 1.1335 0.8798 0.0173  -1.016
H 0.9409 -1.2818 2.1700  -0.036
H -0.0476 0.1157 2.2790  -0.659
H 1.6943 0.2762 2.1538  -0.518
H 2.6623 -0.3634 0.0527  -0.998
C 0.5517 4.2745 -1.7556  -1.572
C -0.9536 4.1945 -1.9510  0.432
C -1.3441 4.5825 -3.4105  -0.557
O -1.0740 5.9316 -3.5284  -0.346
C -1.7413 6.5463 -4.5600  -0.790
N -1.1712 2.7790 -1.5857  0.544
H 1.0298 3.7757 -2.5987  0.415
H 0.9353 3.8966 -0.8079  0.047
H 0.8481 5.3234 -1.7624  0.566
H -1.3652 4.9014 -1.2306  0.412
H -2.4082 4.3610 -3.4913  0.481
H -0.8620 3.8898 -4.1003  0.173
H -1.3257 7.5371 -4.7438  0.302
H -2.8216 6.6122 -4.4310  0.286
H -1.6129 5.9481 -5.4621  0.309
H -0.6400 2.1708 -2.1922  -0.566
H -2.1199 2.5502 -1.8459  -0.018
C 5.3643 2.3994 0.6254  -1.730
C 4.1211 1.6342 0.2529  1.801
C 3.7072 1.7758 -1.2505  -0.231
O 4.6931 1.4923 -2.1648  -0.491
C 4.1550 1.5016 -3.4894  -0.231
N 4.4122 0.2363 0.6755  -0.789
H 5.3117 3.3936 0.1816  0.467
H 6.2075 1.8680 0.1842  0.386
H 5.4933 2.5165 1.7014  0.381
H 3.3136 1.9483 0.9143  -0.951
H 3.2987 2.7826 -1.3382  0.372
H 2.8582 1.1196 -1.4419  -0.084
H 3.2110 0.9605 -3.5545  -0.193
H 4.8431 0.9213 -4.1041  0.391
H 3.9611 2.4805 -3.9278  0.305
H 4.8685 -0.2233 -0.0995  0.243
H 5.0901 0.0720 1.4059  0.358
C 2.3167 -2.1607 -3.5989  -0.569
C 2.7500 -3.2912 -4.5703  1.026
C 2.2212 -3.0901 -6.0366  -1.106
O 0.8191 -2.8467 -6.0381  -0.156
C 0.1872 -3.1711 -7.2637  -0.991
N 4.1909 -3.4438 -4.6542  -0.710
H 2.7190 -2.1792 -2.5860  0.158
H 1.2275 -2.1612 -3.5585  0.154
H 2.6618 -1.1971 -3.9739  -0.056
H 2.2177 -4.1486 -4.1584  -0.219
H 2.5051 -3.9343 -6.6649  0.496
H 2.6857 -2.1799 -6.4159  0.359
H 0.2700 -4.2123 -7.5754  0.338
H 0.6184 -2.5014 -8.0078  0.394
H -0.8436 -2.8277 -7.3512  0.247
H 4.4817 -3.8275 -3.7664  0.254
H 4.4864 -4.0825 -5.3786  0.297
C 3.6874 0.5283 4.9420  -1.575
C 3.7605 1.9588 4.4317  2.230
C 2.9601 2.9152 5.3939  -1.461
O 1.5296 2.5948 5.2991  -0.126
C 0.7132 3.5308 5.9374  -0.793
N 5.1215 2.3252 4.3707  -0.728
H 4.1069 0.3879 5.9381  0.567
H 4.1620 -0.1494 4.2324  0.372
H 2.6519 0.1888 4.9174  0.359
H 3.3163 2.0464 3.4402  -1.213
H 3.1203 3.9432 5.0690  0.446
H 3.2720 2.9332 6.4382  0.498
H 0.7211 4.4474 5.3476  0.269
H 0.9885 3.6719 6.9826  0.366
H -0.2816 3.0976 5.8329  0.138
H 5.4628 2.0918 5.2922  0.366
H 5.5293 1.5918 3.8087  0.322
C -3.6223 -0.8045 -1.4039  -0.956
C -4.9967 -0.7880 -2.1579  0.271
C -6.0937 -0.7062 -1.0712  -0.854
O -7.3948 -0.6305 -1.5968  -0.369
C -8.3798 -0.4268 -0.6353  -0.750
N -5.0404 0.3046 -3.0990  -0.588
H -3.5190 -1.6173 -0.6850  0.513
H -3.4705 0.0949 -0.8072  -0.048
H -2.8660 -0.8963 -2.1835  0.090
H -5.0280 -1.7601 -2.6500  0.317
H -5.9244 0.1916 -0.4767  0.290
H -6.0386 -1.5564 -0.3913  0.507
H -8.1593 -1.1279 0.1696  0.314
H -9.3548 -0.6182 -1.0836  0.259
H -8.3585 0.5487 -0.1493  0.302
H -5.9908 0.3084 -3.4407  0.276
H -4.9363 1.1313 -2.5282  0.240
C -0.9441 -2.1479 4.6732  -1.025
C -2.1637 -3.0442 4.2208  0.862
C -1.8886 -4.5739 4.4070  -0.931
O -2.9515 -5.4778 4.0872  -0.385
C -2.4142 -6.7990 3.9756  -0.742
N -3.3230 -2.5898 4.9186  -0.579
H 0.0141 -2.6563 4.5658  0.108
H -0.8928 -2.1049 5.7611  0.518
H -0.9008 -1.1659 4.2021  0.015
H -2.2856 -2.8126 3.1627  0.084
H -1.6131 -4.7699 5.4432  0.366
H -0.9350 -4.7826 3.9221  0.296
H -1.7990 -7.1653 4.7975  0.322
H -1.9640 -6.9791 2.9995  0.255
H -3.2380 -7.5077 3.8915  0.319
H -4.0197 -3.2974 4.7341  0.278
H -3.2074 -2.6528 5.9200  0.298
C -2.9616 2.0366 -6.0030  -1.433
C -2.2951 0.6623 -5.7874  0.426
C -1.2890 0.7161 -4.6400  0.435
O -0.3116 1.7637 -4.7531  0.100
C 0.6484 1.5199 -5.7535  -0.635
N -3.3696 -0.3063 -5.5635  -0.785
H -3.4515 2.3628 -5.0856  0.174
H -3.8616 1.9793 -6.6153  0.451
H -2.3305 2.8562 -6.3466  0.288
H -1.8665 0.3055 -6.7240  0.324
H -0.9516 -0.2805 -4.3555  0.188
H -1.8298 1.0799 -3.7664  -0.408
H 1.2251 2.4258 -5.9405  0.224
H 0.2438 1.0881 -6.6689  0.309
H 1.3052 0.7346 -5.3795  -0.004
H -3.0239 -1.1980 -5.2386  0.346
H -3.9150 -0.0155 -4.7648  0.161